1.
Computed, not measured: a 9-piece molecular cluster, C23H67N13O12 overall, with ωB97M-V/def2-TZVPD.

Bonds (Å) are listed after each position.
Positions of all 115 atoms, in Å:
1 C 8.21522 -1.14374 11.54430  O2 1.410, H10 1.092, H11 1.093, H12 1.099
2 O 9.31173 -0.43208 12.07147  C1 1.410, C3 1.435
3 C 9.53773 -0.79793 13.44029  O2 1.435, C4 1.537, H13 1.092, H14 1.089
4 C 11.02617 -0.48984 13.66712  C3 1.537, N5 1.482, H15 1.091, H16 1.100
5 N 11.32513 -0.47031 15.11860  C4 1.482, C6 1.457, H17 1.021
6 C 12.69854 -0.02306 15.31281  N5 1.457, C7 1.547, H18 1.096, H19 1.097
7 C 13.02069 0.18631 16.81124  C6 1.547, O8 1.422, H20 1.091, H21 1.094
8 O 12.06008 1.01561 17.45328  C7 1.422, C9 1.406
9 C 12.63893 2.16476 18.01961  O8 1.406, H22 1.100, H23 1.091, H24 1.093
10 H 8.40018 -2.20978 11.39670  C1 1.092
11 H 7.89589 -0.67018 10.61296  C1 1.093
12 H 7.27213 -1.00443 12.09034  C1 1.099
13 H 9.42413 -1.86607 13.63795  C3 1.092
14 H 8.94459 -0.15282 14.08669  C3 1.089
15 H 11.32345 0.44394 13.18687  C4 1.091
16 H 11.58720 -1.25557 13.11226  C4 1.100
17 H 11.39853 -1.47678 15.27563  N5 1.021
18 H 12.82852 0.98479 14.90301  C6 1.096
19 H 13.47556 -0.63686 14.84052  C6 1.097
20 H 14.01108 0.63195 16.91644  C7 1.091
21 H 12.97516 -0.79167 17.29900  C7 1.094
22 H 13.03823 2.83724 17.24541  C9 1.100
23 H 13.37966 1.92154 18.78212  C9 1.091
24 H 11.82787 2.80397 18.37656  C9 1.093
25 C 4.64594 1.73581 12.33391  O26 1.408, H34 1.097, H35 1.091, H36 1.091
26 O 5.28523 2.33775 11.23374  C25 1.408, C27 1.408
27 C 6.67565 2.13356 11.14434  O26 1.408, C28 1.496, H37 1.096, H38 1.099
28 C 7.31560 3.27039 10.41115  C27 1.496, N29 1.475, H39 1.095, H40 1.100
29 N 7.50260 3.03371 8.96776  C28 1.475, C30 1.472, H41 1.015
30 C 8.12606 4.16977 8.26960  N29 1.472, C31 1.512, H42 1.087, H43 1.098
31 C 8.16666 3.79529 6.80505  C30 1.512, O32 1.416, H44 1.096, H45 1.098
32 O 6.92454 3.32395 6.31546  C31 1.416, C33 1.405
33 C 6.97281 2.92095 4.97017  O32 1.405, H46 1.097, H47 1.092, H48 1.090
34 H 4.71420 0.64919 12.20216  C25 1.097
35 H 3.57249 1.92694 12.29948  C25 1.091
36 H 5.07300 2.09081 13.27347  C25 1.091
37 H 6.92409 1.17193 10.68092  C27 1.096
38 H 7.09052 2.04435 12.15829  C27 1.099
39 H 8.29689 3.54760 10.80998  C28 1.095
40 H 6.74771 4.19400 10.59481  C28 1.100
41 H 6.57019 2.85106 8.61211  N29 1.015
42 H 9.09313 4.37083 8.72243  C30 1.087
43 H 7.50507 5.07381 8.32879  C30 1.098
44 H 8.93465 3.03257 6.63208  C31 1.096
45 H 8.46222 4.66987 6.21150  C31 1.098
46 H 7.86764 2.31970 4.76916  C33 1.097
47 H 6.92517 3.74161 4.25156  C33 1.092
48 H 6.14491 2.22457 4.83772  C33 1.090
49 C 7.62853 -0.28601 7.33178  O50 1.419, H58 1.094, H59 1.095, H60 1.089
50 O 7.66655 -1.47916 8.09801  C49 1.419, C51 1.442
51 C 6.64468 -2.40688 7.68061  O50 1.442, C52 1.520, H61 1.092, H62 1.089
52 C 5.78210 -2.70008 8.89680  C51 1.520, N53 1.482, H63 1.095, H64 1.098
53 N 4.70449 -3.61066 8.44157  C52 1.482, C54 1.451, H65 1.019
54 C 5.11481 -4.96201 8.11021  N53 1.451, C55 1.521, H66 1.104, H67 1.094
55 C 4.05925 -6.02428 8.37781  C54 1.521, O56 1.417, H68 1.097, H69 1.099
56 O 3.12782 -5.97647 7.31090  C55 1.417, C57 1.419
57 C 2.05198 -6.87764 7.52173  O56 1.419, H70 1.089, H71 1.091, H72 1.095
58 H 6.92019 0.48044 7.65914  C49 1.094
59 H 7.36268 -0.47844 6.28680  C49 1.095
60 H 8.62587 0.15167 7.34357  C49 1.089
61 H 7.15229 -3.32015 7.36383  C51 1.092
62 H 6.00505 -2.03134 6.88339  C51 1.089
63 H 5.37902 -1.77391 9.31925  C52 1.095
64 H 6.31877 -3.00995 9.80341  C52 1.098
65 H 4.04724 -3.66233 9.21820  N53 1.019
66 H 5.99666 -5.30835 8.67638  C54 1.104
67 H 5.36224 -4.94287 7.04469  C54 1.094
68 H 3.66279 -5.83914 9.38424  C55 1.097
69 H 4.49537 -7.03157 8.31821  C55 1.099
70 H 1.25457 -6.60948 6.83021  C57 1.089
71 H 1.66084 -6.86153 8.54030  C57 1.091
72 H 2.36794 -7.89063 7.24998  C57 1.095
73 C 5.97837 0.48748 15.70485  O74 1.217, N75 1.382, N76 1.386
74 O 6.76076 -0.43589 15.57829  C73 1.217
75 N 6.18256 1.80680 16.06158  C73 1.382, H77 0.998, H78 1.016
76 N 4.65414 0.38687 15.30752  C73 1.386, H79 1.031, H80 0.997
77 H 5.52160 2.48730 16.37193  N75 0.998
78 H 7.09260 1.92761 16.49731  N75 1.016
79 H 4.33648 -0.44871 14.79392  N76 1.031
80 H 4.03547 1.12404 15.56983  N76 0.997
81 C 5.85818 -1.42351 18.91296  O82 1.225, N83 1.365, N84 1.364
82 O 6.95238 -0.87814 18.83314  C81 1.225
83 N 5.17902 -1.82553 17.79933  C81 1.365, H85 1.012, H86 1.000
84 N 5.24211 -1.76835 20.07975  C81 1.364, H87 1.004, H88 0.999
85 H 5.62545 -1.57535 16.92609  N83 1.012
86 H 4.42954 -2.48719 17.77467  N83 1.000
87 H 5.81404 -1.72079 20.90390  N84 1.004
88 H 4.35749 -2.23161 20.06581  N84 0.999
89 C 5.32923 -7.19749 11.40815  O90 1.242, N91 1.358, N92 1.342
90 O 5.40761 -5.97389 11.60468  C89 1.242
91 N 6.39795 -7.96899 11.08271  C89 1.358, H93 1.004, H94 1.000
92 N 4.19029 -7.88831 11.56801  C89 1.342, H95 1.001, H96 1.005
93 H 7.27159 -7.49463 10.94189  N91 1.004
94 H 6.34366 -8.96051 10.96612  N91 1.000
95 H 4.18096 -8.87874 11.42379  N92 1.001
96 H 3.38114 -7.41735 11.93204  N92 1.005
97 C 1.71065 -1.44471 10.89794  O98 1.235, N99 1.343, N100 1.369
98 O 2.36392 -2.48647 10.78608  C97 1.235
99 N 0.80285 -0.97788 10.02482  C97 1.343, H101 1.005, H102 0.999
100 N 1.91231 -0.61514 11.96764  C97 1.369, H103 1.017, H104 1.000
101 H 0.64638 -1.43685 9.14444  N99 1.005
102 H 0.16694 -0.25126 10.28231  N99 0.999
103 H 2.61609 -0.87428 12.65387  N100 1.017
104 H 1.53178 0.30876 12.01232  N100 1.000
105 C 4.88765 -2.55528 13.24859  O106 1.241, N107 1.392, N108 1.343
106 O 4.06923 -1.70223 13.62482  C105 1.241
107 N 4.73522 -3.25377 12.05396  C105 1.392, H109 1.019, H110 1.028
108 N 6.09726 -2.71441 13.81104  C105 1.343, H111 1.007, H112 1.009
109 H 5.16704 -4.14783 11.82506  N107 1.019
110 H 3.87484 -2.96220 11.57186  N107 1.028
111 H 6.57376 -3.55791 13.53500  N108 1.007
112 H 6.35716 -2.29422 14.69066  N108 1.009
113 O 7.59952 -5.34073 13.09336  H114 0.961, H115 0.985
114 H 8.33267 -5.73378 12.61194  O113 0.961
115 H 6.78531 -5.70169 12.67328  O113 0.985

Results
SMILES	COCCNCCOC.COCCNCCOC.COCCNCCOC.NC(N)=O.NC(N)=O.NC(N)=O.NC(N)=O.NC(N)=O.O
total energy	-68879.394	eV
gap between HOMO and LUMO	8.355	eV
2S+1	1

Löwdin atomic charge list, values in e, 6 entries: number 1, C, carries -0.134; number 2, O, carries -0.183; number 3, C, carries -0.200; number 4, C, carries -0.216; number 5, N, carries -0.041; number 6, C, carries -0.233

***

2.
Computed, not measured: the molecule C2H4O2Si, with ωB97M-V/def2-TZVPD.

Bonds (Å) are listed after each position.
Positions of all 9 atoms, in Å:
1 C -0.08334 -1.80553 -0.75489  O3 1.200, Si5 1.871, H6 1.052
2 C -0.18511 1.57851 -0.50139  O4 1.201, Si5 2.030, H7 1.180
3 O -0.76511 -2.19754 -1.66189  C1 1.200
4 O 0.51976 1.80858 -1.44594  C2 1.201
5 Si -0.48135 -0.28195 0.25558  C1 1.871, C2 2.030, H8 1.492, H9 1.401
6 H 0.79093 -2.22737 -0.34904  C1 1.052
7 H -0.79836 2.36236 0.13323  C2 1.180
8 H 0.61521 -0.45436 1.25232  Si5 1.492
9 H -1.71833 -0.15075 0.90070  Si5 1.401

Results
SMILES	O=C[SiH2]C=O
total energy	-14108.718	eV
energy relative to the best compared isomer or geometry (same formula, charge and spin)	3.3214	eV
gap between HOMO and LUMO	9.003	eV
2S+1	1

natural (NBO) atomic charge list, values in e, 6 entries: number 1, C, carries 0.085; number 2, C, carries 0.150; number 3, O, carries -0.464; number 4, O, carries -0.495; number 5, Si, carries 0.827; number 6, H, carries 0.121

***

3.
Computed, not measured: the molecule C5H10O, with ωB97M-V/def2-TZVPD.

Bonds (Å) are listed after each position.
Positions of all 16 atoms, in Å:
1 C -1.76492 0.96230 0.29174  C2 1.529, H7 1.098, H8 1.097, H9 1.095
2 C -1.60451 -0.54612 0.48270  C1 1.529, C3 1.527, H10 1.096, H11 1.093
3 C -0.15658 -0.94806 0.75425  C2 1.527, C4 1.486, H12 1.098, H13 1.100
4 C 0.64827 -0.67606 -0.46551  C3 1.486, O6 1.306
5 C 2.52409 0.38752 -1.15949  O6 1.423, H14 1.095, H15 1.084, H16 1.097
6 O 1.75130 -0.10060 -0.06884  C4 1.306, C5 1.423
7 H -1.19586 1.31438 -0.57825  C1 1.098
8 H -1.40631 1.51214 1.17029  C1 1.097
9 H -2.81551 1.22729 0.13317  C1 1.095
10 H -1.94674 -1.06781 -0.41894  C2 1.096
11 H -2.21884 -0.88569 1.32077  C2 1.093
12 H -0.08087 -2.03313 0.90425  C3 1.098
13 H 0.25814 -0.43540 1.63519  C3 1.100
14 H 2.04937 -0.04714 -2.04590  C5 1.095
15 H 3.55117 0.05928 -1.04402  C5 1.084
16 H 2.49411 1.48046 -1.07435  C5 1.097

Results
total energy	-7391.804	eV
energy relative to the best compared isomer or geometry (same formula, charge and spin)	2.9609	eV
gap between HOMO and LUMO	9.532	eV
2S+1	1

natural (NBO) atomic charge list, values in e, 6 entries: number 1, C, carries -0.613; number 2, C, carries -0.385; number 3, C, carries -0.567; number 4, C, carries 0.258; number 5, C, carries -0.257; number 6, O, carries -0.496